Record 1
DFT (ωB97M-V/def2-TZVPD) results for 2 unconnected molecules or ions with the total composition C4H6N2O5.

Kohn-Sham gap, eV: 8.5
ΔE to the lowest compared entry with this formula, charge and spin, kcal per mole: 68.9
Lowest unoccupied orbital energy, eV: -0.30
DFT total energy, eV: -17454.1910
Largest force on an atom, eV Å⁻¹: 4.0
Charge: 0

Last column: natural (NBO) charge in e.
Geometry (Å):
1 C -0.351 -0.223 1.111  0.51
2 C -1.367 -0.091 -2.957  1.04
3 C 1.517 1.223 0.356  -0.59
4 C 0.803 0.614 1.560  -0.44
5 N 0.520 -2.236 0.282  -0.35
6 N -0.241 -1.278 0.384  0.01
7 O -1.330 0.985 -2.529  -0.53
8 O -1.313 -1.133 -3.410  -0.51
9 O -1.486 0.360 1.294  -0.25
10 O -1.904 -1.083 -0.475  -0.34
11 O -2.503 -0.339 0.441  -0.01
12 H 0.850 1.894 -0.219  0.22
13 H 1.812 0.454 -0.208  0.20
14 H 2.301 1.826 0.746  0.22
15 H 1.504 0.021 2.223  0.24
16 H 0.393 1.528 2.189  0.25
17 H 0.795 -2.523 -0.787  0.33

=====

Record 2
DFT (ωB97M-V/def2-TZVPD) results for a molecular structure, C3H4ClF.

Kohn-Sham gap, eV: 10.0
ΔE to the lowest compared entry with this formula, charge and spin, kcal per mole: 80.2
Lowest unoccupied orbital energy, eV: 0.53
DFT total energy, eV: -18411.5968
Largest force on an atom, eV Å⁻¹: 5.0
Charge: 0

Last column: natural (NBO) charge in e.
Geometry (Å):
1 C -0.591 -1.057 0.336  -0.67
2 C -0.049 0.365 0.352  -0.33
3 C 0.526 1.040 -0.686  0.36
4 H -1.301 -1.066 -0.866  0.26
5 H 0.439 -1.877 0.376  0.26
6 H -1.383 -1.189 1.575  0.24
7 H 0.197 0.771 1.303  0.23
8 F 0.669 0.509 -1.991  -0.33
9 Cl 1.492 2.505 -0.399  0.00

=====

Record 3
DFT (ωB97M-V/def2-TZVPD) results for a single C18H21BrN2O6 molecule.

Kohn-Sham gap, eV: 7.3
ΔE to the lowest compared entry with this formula, charge and spin, kcal per mole: 17.5
Lowest unoccupied orbital energy, eV: -1.12
DFT total energy, eV: -104309.3083
Largest force on an atom, eV Å⁻¹: 5.0
SMILES string: O=C1C=CC(=O)c2c(O)c(N3CCN(CCOCCO)CC3)c(Br)c(O)c21
Charge: 0

Last column: natural (NBO) charge in e.
Geometry (Å):
1 O -6.716 -2.180 -0.391  -0.49
2 O -2.985 -0.319 -3.494  -0.49
3 Br -3.046 -0.257 3.374  0.10
4 O -5.329 -1.480 1.987  -0.65
5 O -1.129 -0.172 -1.463  -0.65
6 O 4.395 -1.790 -0.102  -0.74
7 O 4.654 0.741 -0.542  -0.58
8 C -5.718 -1.875 -1.028  0.48
9 C -3.664 -0.961 -2.730  0.48
10 C -5.748 -2.122 -2.466  -0.21
11 C -4.705 -1.759 -3.282  -0.22
12 C -3.129 -0.636 1.565  -0.17
13 C -4.345 -1.159 1.071  0.30
14 C -2.236 -0.451 -0.723  0.33
15 C -4.550 -1.326 -0.315  -0.14
16 C -3.430 -1.031 -1.223  -0.16
17 C -2.119 -0.228 0.683  0.16
18 N -0.922 0.445 0.980  -0.53
19 N 1.715 1.717 0.930  -0.48
20 C 5.434 -1.499 -1.056  -0.10
21 C 5.855 -0.102 -0.686  -0.09
22 C 4.347 1.437 0.620  -0.05
23 C 2.996 2.261 0.409  -0.22
24 C 0.260 -0.234 1.467  -0.21
25 C -0.852 1.979 1.181  -0.21
26 C 1.520 0.254 0.752  -0.23
27 C 0.564 2.647 1.259  -0.20
28 H -5.304 -0.865 2.720  0.48
29 H -0.502 0.281 -0.800  0.50
30 H 3.902 -0.936 -0.058  0.47
31 H -6.668 -2.604 -2.850  0.24
32 H -4.876 -1.997 -4.374  0.24
33 H 4.888 -1.647 -1.999  0.18
34 H 6.205 -2.230 -0.961  0.19
35 H 6.397 -0.163 0.299  0.18
36 H 6.566 0.309 -1.396  0.19
37 H 5.184 2.176 0.890  0.17
38 H 4.230 0.745 1.404  0.17
39 H 3.294 3.263 0.755  0.20
40 H 2.930 2.450 -0.586  0.18
41 H 0.335 -0.188 2.585  0.18
42 H 0.145 -1.266 1.208  0.22
43 H -1.296 2.132 2.130  0.20
44 H -1.410 2.475 0.359  0.21
45 H 2.254 -0.324 1.371  0.21
46 H 1.372 -0.086 -0.258  0.18
47 H 0.832 3.068 2.166  0.19
48 H 0.409 3.503 0.615  0.19

=====

Record 4
DFT (ωB97M-V/def2-TZVPD) results for 4 unconnected molecules or ions with the total composition CH8O5.

Kohn-Sham gap, eV: 11.1
ΔE to the lowest compared entry with this formula, charge and spin, kcal per mole: 22.6
Lowest unoccupied orbital energy, eV: 0.31
DFT total energy, eV: -11403.9691
Largest force on an atom, eV Å⁻¹: 1.3
SMILES string: O=CO.O.O.O
Charge: 0

Last column: natural (NBO) charge in e.
Geometry (Å):
1 O 2.273 0.018 1.358  -0.57
2 C 1.891 1.016 0.827  0.64
3 O 0.650 1.206 0.318  -0.70
4 H 2.473 1.939 0.936  0.11
5 H 0.067 0.756 0.949  0.52
6 H -1.376 -0.155 2.943  0.48
7 H -2.446 0.812 2.482  0.48
8 O -1.490 0.673 2.469  -0.95
9 H -2.000 -1.079 -2.335  0.47
10 H -2.889 0.018 -1.794  0.46
11 O -2.123 -0.136 -2.350  -0.93
12 H 2.198 -1.933 -1.365  0.48
13 H 1.331 -1.145 -2.446  0.48
14 O 1.442 -1.991 -1.990  -0.96

=====

Record 5
DFT (ωB97M-V/def2-TZVPD) results for 2 unconnected molecules or ions with the total composition C29H47F5N2O10S2.

Kohn-Sham gap, eV: 8.3
Lowest unoccupied orbital energy, eV: -1.44
DFT total energy, eV: -89546.0136
Largest force on an atom, eV Å⁻¹: 0.6
SMILES string: CCCCCCCCCCCCCCCC[C@@]1(CN)OS(=O)(=O)O[C@@]1(NCC)S(=O)(=O)C(F)(F)C(F)(F)F.O=C1C=C(O)C(=O)C=C1O
Charge: 0

Last column: Mulliken charge in e.
Geometry (Å):
1 C 13.419 1.424 -1.165  -1.09
2 C 13.307 0.154 -0.297  -0.56
3 C 11.905 -0.105 0.283  -0.71
4 C 11.137 -1.211 -0.445  -0.65
5 C 9.631 -1.205 -0.143  -0.66
6 C 9.033 -2.602 0.011  -0.78
7 C 7.524 -2.571 0.325  -0.77
8 C 6.620 -2.986 -0.851  -0.69
9 C 5.315 -2.176 -0.987  -0.88
10 C 4.059 -2.981 -0.635  -0.64
11 C 2.811 -2.108 -0.390  -0.79
12 C 1.542 -2.537 -1.152  -0.68
13 C 0.344 -2.769 -0.228  -0.70
14 C -0.927 -3.181 -0.992  -1.04
15 C -1.888 -2.001 -1.176  -1.15
16 C -2.522 -1.545 0.153  -1.73
17 C -4.050 -1.644 0.285  2.72
18 C -4.664 -2.872 -0.390  -2.51
19 N -4.977 -2.653 -1.801  -0.40
20 O -4.319 -1.884 1.732  -0.56
21 S -4.158 -0.560 2.564  1.14
22 O -2.846 -0.418 3.075  -0.65
23 O -5.285 -0.398 3.401  -0.66
24 O -4.263 0.437 1.292  -0.27
25 C -4.841 -0.281 0.186  -0.20
26 N -6.224 -0.382 0.450  -0.04
27 C -7.186 -0.734 -0.603  -0.22
28 C -8.370 -1.519 -0.015  -1.32
29 S -4.346 0.813 -1.255  1.28
30 O -2.927 0.874 -1.389  -0.61
31 O -5.171 0.513 -2.377  -0.73
32 C -4.937 2.524 -0.727  0.55
33 F -6.198 2.388 -0.259  -0.31
34 F -4.988 3.213 -1.864  -0.31
35 C -4.091 3.338 0.330  0.88
36 F -4.771 3.415 1.480  -0.25
37 F -3.894 4.578 -0.131  -0.27
38 F -2.907 2.785 0.566  -0.19
39 H 14.182 2.104 -0.788  0.29
40 H 13.664 1.188 -2.200  0.26
41 H 12.475 1.970 -1.183  0.34
42 H 14.024 0.218 0.521  0.38
43 H 13.600 -0.712 -0.894  0.38
44 H 11.315 0.816 0.259  0.39
45 H 11.995 -0.379 1.338  0.29
46 H 11.561 -2.181 -0.174  0.36
47 H 11.293 -1.079 -1.520  0.36
48 H 9.448 -0.638 0.775  0.39
49 H 9.102 -0.696 -0.954  0.22
50 H 9.181 -3.140 -0.930  0.33
51 H 9.571 -3.140 0.794  0.42
52 H 7.325 -3.212 1.186  0.36
53 H 7.254 -1.555 0.626  0.44
54 H 6.353 -4.041 -0.747  0.38
55 H 7.191 -2.903 -1.779  0.42
56 H 5.214 -1.844 -2.023  0.27
57 H 5.357 -1.287 -0.354  0.47
58 H 4.264 -3.597 0.245  0.32
59 H 3.857 -3.679 -1.452  0.34
60 H 3.061 -1.078 -0.654  0.41
61 H 2.594 -2.102 0.681  0.43
62 H 1.268 -1.761 -1.872  0.22
63 H 1.737 -3.466 -1.692  0.35
64 H 0.618 -3.527 0.510  0.39
65 H 0.164 -1.845 0.329  0.41
66 H -0.646 -3.559 -1.977  0.45
67 H -1.439 -3.973 -0.440  0.33
68 H -1.318 -1.162 -1.578  0.41
69 H -2.632 -2.226 -1.935  0.67
70 H -2.190 -0.537 0.376  0.57
71 H -2.148 -2.180 0.958  0.86
72 H -5.550 -3.151 0.178  0.54
73 H -3.942 -3.681 -0.255  0.35
74 H -4.319 -3.140 -2.394  0.29
75 H -5.877 -3.061 -2.020  0.26
76 H -6.525 0.441 0.953  0.37
77 H -6.678 -1.290 -1.379  0.30
78 H -7.552 0.171 -1.094  0.41
79 H -9.311 -1.006 -0.211  0.35
80 H -8.270 -1.601 1.066  0.37
81 H -8.455 -2.516 -0.447  0.29
82 C -9.149 5.839 2.838  -1.14
83 C -8.967 7.167 2.872  0.36
84 C -8.146 7.905 1.832  1.12
85 O -8.069 9.113 1.966  -0.63
86 C -7.519 7.149 0.772  -0.95
87 C -7.700 5.821 0.740  0.19
88 C -8.536 5.086 1.770  1.19
89 O -8.631 3.880 1.621  -0.61
90 O -7.181 5.016 -0.170  -0.54
91 O -9.477 7.961 3.797  -0.57
92 H -9.734 5.308 3.576  0.43
93 H -6.925 7.678 0.040  0.46
94 H -7.496 4.118 0.066  0.29
95 H -9.184 8.866 3.565  0.38

=====

Record 6
DFT (ωB97M-V/def2-TZVPD) results for a molecular structure, C37H45CoF3N2O4Te.

Kohn-Sham gap (alpha / beta), eV: 7.4 / 7.0
ΔE to the lowest compared entry with this formula, charge and spin, kcal per mole: 49.0
Lowest unoccupied orbital energy (alpha / beta), eV: -2.33 / -3.44
DFT total energy, eV: -103332.6169
Largest force on an atom, eV Å⁻¹: 4.2
Expectation value of S²: 2.205
2S+1: 3
Charge: +1

Last column: Mulliken charge in e.
Geometry (Å):
1 Co -2.740 0.046 0.131  0.11
2 C -5.555 -0.400 -1.024  -1.00
3 O -4.782 -0.389 0.178  0.03
4 C -5.378 0.228 1.282  -0.57
5 C -4.645 -0.229 2.506  -0.85
6 O -3.225 0.104 2.376  -0.32
7 C -2.720 1.333 2.983  -0.39
8 C -3.065 2.476 2.027  -0.66
9 O -3.074 2.037 0.664  0.75
10 C -3.535 2.977 -0.304  -1.21
11 H -6.288 -1.268 -0.973  0.25
12 H -4.957 -0.454 -1.939  0.28
13 H -6.184 0.476 -1.063  0.38
14 H -6.411 -0.158 1.408  0.52
15 H -5.397 1.275 1.175  0.29
16 H -4.765 -1.291 2.600  0.35
17 H -5.102 0.232 3.379  0.49
18 H -1.658 1.132 2.980  -0.06
19 H -3.239 1.557 3.946  0.46
20 H -2.346 3.340 2.183  0.32
21 H -4.111 2.747 2.216  0.42
22 H -3.660 2.440 -1.282  0.29
23 H -2.794 3.774 -0.464  0.24
24 H -4.471 3.409 -0.052  0.47
25 F -1.568 -6.891 -1.549  -0.24
26 C -2.413 -6.535 -0.539  0.75
27 F -3.622 -7.147 -0.616  -0.23
28 F -1.819 -6.976 0.596  -0.26
29 C -2.440 -5.007 -0.437  0.48
30 C -2.599 -4.119 -1.496  -1.24
31 C -2.582 -2.750 -1.242  -0.40
32 N -2.553 -2.194 -0.049  0.40
33 C -2.530 -3.066 0.967  -0.58
34 C -2.451 -4.402 0.856  -0.87
35 H -2.684 -4.422 -2.543  0.44
36 H -2.424 -2.080 -2.093  0.61
37 H -2.502 -2.602 1.975  0.43
38 H -2.332 -4.959 1.767  0.49
39 C 5.313 -1.514 4.859  -1.76
40 C 4.269 -0.917 3.937  0.32
41 C 4.583 0.264 3.253  -1.04
42 C 3.685 0.844 2.319  0.65
43 C 4.003 2.178 1.737  -1.25
44 C 2.474 0.221 2.060  -0.16
45 Te 0.918 1.063 0.918  1.33
46 N -1.008 0.527 -0.398  0.85
47 C -1.358 0.313 -1.651  0.66
48 O -2.648 0.191 -1.881  -0.68
49 C -0.335 0.162 -2.781  -0.65
50 C -0.207 1.292 -3.619  -0.17
51 C 0.776 1.266 -4.601  -1.32
52 C 1.528 0.096 -4.768  -0.40
53 C 1.332 -1.002 -3.995  -0.77
54 C 0.454 -0.896 -2.957  0.49
55 C 2.092 1.636 -0.739  1.31
56 C 3.081 0.736 -1.240  0.62
57 C 3.309 -0.677 -0.845  -1.74
58 C 3.971 1.341 -2.115  -0.96
59 C 3.912 2.613 -2.570  0.89
60 C 4.849 3.092 -3.612  -1.82
61 C 2.901 3.462 -2.079  -0.89
62 C 1.953 2.934 -1.254  0.46
63 C 0.810 3.830 -0.742  -2.04
64 C 2.129 -0.949 2.726  1.03
65 C 0.889 -1.817 2.423  -1.40
66 C 3.071 -1.521 3.564  -0.83
67 H 6.064 -0.790 5.188  0.36
68 H 5.814 -2.214 4.292  0.38
69 H 4.940 -1.992 5.757  0.41
70 H 5.484 0.811 3.468  0.39
71 H 4.827 2.638 2.286  0.51
72 H 3.154 2.835 1.931  0.20
73 H 4.147 2.099 0.627  0.13
74 H -0.826 2.156 -3.427  0.55
75 H 0.845 1.980 -5.342  0.62
76 H 2.295 0.036 -5.497  0.48
77 H 1.875 -1.947 -4.108  0.42
78 H 0.338 -1.744 -2.262  0.40
79 H 2.593 -0.981 -0.081  -0.26
80 H 4.258 -0.739 -0.370  0.48
81 H 3.313 -1.332 -1.697  0.54
82 H 4.667 0.707 -2.569  0.48
83 H 5.242 2.268 -4.179  0.43
84 H 5.657 3.681 -3.306  0.34
85 H 4.314 3.675 -4.335  0.42
86 H 2.646 4.325 -2.629  0.43
87 H -0.050 3.191 -0.515  0.12
88 H 0.498 4.648 -1.349  0.53
89 H 1.144 4.327 0.146  0.44
90 H -0.091 -1.368 2.815  0.09
91 H 1.114 -2.725 2.996  0.46
92 H 0.745 -2.161 1.442  0.33
93 H 2.870 -2.396 4.237  0.22